Version A
A 2-piece molecular cluster, C9H17P overall, computed with the ωB97M-V functional and the def2-TZVPD basis.

```
27
Properties=species:S:1:pos:R:3:lowdin_charge:R:1
P 0.568 1.115 2.978 0.85
C -0.280 -0.424 -2.513 -0.05
C -1.487 0.266 0.538 -0.20
C -0.463 -0.297 -0.083 -0.15
C 0.295 0.259 -1.264 -0.61
C -2.284 -0.375 1.624 -0.12
C 1.778 -0.096 -1.117 -0.06
C 0.154 1.773 -1.412 -0.06
C 0.836 -0.417 2.470 -0.59
C 1.240 -1.646 2.371 -0.08
H -1.795 1.273 0.290 0.10
H -0.880 2.056 -1.590 0.08
H -1.338 -0.187 -2.612 0.08
H 2.188 0.353 -0.214 0.07
H 2.282 -1.908 2.497 0.06
H 1.914 -1.173 -1.052 0.08
H 2.344 0.272 -1.971 0.08
H -2.307 0.269 2.505 0.05
H -0.179 -1.504 -2.438 0.08
H 0.747 2.118 -2.257 0.08
H 0.586 -2.463 2.101 0.06
H 0.235 -0.092 -3.411 0.08
H -3.315 -0.525 1.298 0.07
H 0.508 2.286 -0.518 0.07
H 0.720 1.727 1.722 -0.16
H -1.866 -1.337 1.908 0.07
H -0.204 -1.322 0.149 0.10
```

Output
highest occupied orbital energy = -0.31955 Eh
LUMO level = 0.333 eV

Version B
A 2-piece molecular cluster, C9H17P overall, computed with the ωB97M-V functional and the def2-TZVPD basis.

```
27
Properties=species:S:1:pos:R:3:lowdin_charge:R:1
P -3.179 0.121 -0.033 0.73
C 1.902 1.259 -0.522 -0.20
C 2.056 -0.355 1.408 -0.05
C 0.467 1.017 -0.779 -0.20
C 4.028 -0.029 -0.205 -0.09
C 2.512 -0.045 -0.080 -0.40
C -0.597 1.421 -0.035 -0.03
C -2.367 -1.470 -0.748 -0.23
C -2.711 1.639 0.412 -0.24
C -4.937 -0.539 0.218 -0.27
H 2.453 1.562 -1.583 0.18
H -2.951 -1.683 -1.577 -0.02
H -5.142 -1.052 -0.817 0.07
H -5.596 0.352 0.347 0.04
H -1.303 -1.079 -0.782 0.02
H -0.500 2.063 0.715 -0.04
H 0.185 0.387 -1.510 0.04
H 4.543 -0.975 -0.271 0.07
H -4.878 -1.074 1.136 0.01
H 2.005 2.019 0.129 0.07
H 2.302 -1.363 1.825 0.09
H 1.027 -0.485 1.520 0.03
H -2.597 -2.257 0.129 0.09
H 4.370 0.426 0.793 0.11
H 4.396 0.539 -0.990 0.04
H 2.276 0.309 2.178 0.06
H 2.236 -0.708 -0.879 0.12
```

Output
highest occupied orbital energy = -0.31856 Eh
LUMO level = 0.477 eV

Of them, version A has the highest stability.

Version A
An isolated ion of composition CH2F2NO2S and charge -1, computed with the ωB97M-V functional and the def2-TZVPD basis.

```
9
Properties=species:S:1:pos:R:3:lowdin_charge:R:1
S -0.143 -0.762 -0.021 0.59
F -0.808 1.830 -0.582 -0.13
F -2.304 0.622 0.639 -0.10
O -0.539 -1.064 -1.420 -0.46
O -0.291 -1.772 1.028 -0.44
N 1.643 -0.381 -0.066 -0.17
C -1.035 1.094 0.574 -0.37
H 1.805 0.082 -0.947 -0.01
H 1.672 0.352 0.794 0.08
```

Output
total charge = -1
highest occupied orbital energy = -0.12491 Eh
LUMO level = 3.969 eV

Version B
A 2-piece molecular cluster, CH2F2NO2S overall, computed with the ωB97M-V functional and the def2-TZVPD basis.

```
9
Properties=species:S:1:pos:R:3:lowdin_charge:R:1
S -0.172 -2.209 1.610 0.45
F 1.358 1.400 -0.084 -0.06
F -0.720 1.751 -0.491 -0.02
O -0.170 -3.649 2.024 -0.47
O 0.017 -2.201 0.155 -0.45
N -0.441 -1.009 2.364 -0.36
C 0.139 0.706 -0.272 -0.22
H 0.242 0.018 -1.020 0.07
H -0.172 0.093 0.630 0.06
```

Output
total charge = -1
highest occupied orbital energy = -0.17561 Eh
LUMO level = 4.072 eV

Of them, version B has the highest stability.

Version A
A 2-piece molecular cluster, C4H4N2S overall, computed with the ωB97M-V functional and the def2-TZVPD basis.

```
11
Properties=species:S:1:pos:R:3:lowdin_charge:R:1
S -1.629 -1.657 0.938 0.77
N -1.240 0.945 1.413 0.12
N 1.951 0.232 1.313 0.13
C 1.546 0.090 0.139 -0.21
C 0.804 -0.191 -0.827 -0.19
C 0.126 -0.203 -1.930 0.01
C -1.364 -0.145 0.952 -0.95
H -1.138 1.840 0.905 0.12
H -0.926 -0.622 -1.964 0.07
H 1.271 -0.013 2.005 0.04
H 0.599 -0.276 -2.944 0.08
```

Output
highest occupied orbital energy = -0.33279 Eh
LUMO level = -0.346 eV

Version B
A single C4H4N2S molecule, computed with the ωB97M-V functional and the def2-TZVPD basis.

```
11
Properties=species:S:1:pos:R:3:lowdin_charge:R:1
S 2.970 -0.220 -0.103 0.68
N -1.866 0.208 0.113 0.04
N 0.369 0.298 -0.094 -0.13
C -0.876 1.041 -0.023 -0.10
C -1.364 -1.061 0.116 -0.14
C 1.655 0.750 -0.014 -0.63
C -0.025 -1.026 -0.131 -0.10
H -1.048 2.124 -0.013 0.13
H 1.649 1.765 0.167 0.04
H -2.002 -1.967 0.259 0.12
H 0.538 -1.913 -0.276 0.09
```

Output
highest occupied orbital energy = -0.33968 Eh
LUMO level = -0.701 eV

Version C
A single C4H4N2S molecule, computed with the ωB97M-V functional and the def2-TZVPD basis.

```
11
Properties=species:S:1:pos:R:3:lowdin_charge:R:1
S -2.475 0.201 0.127 0.63
N 2.292 -0.465 0.082 -0.04
N -1.233 -0.684 -0.289 -0.47
C 2.196 0.865 0.014 -0.15
C 0.069 -0.169 -0.115 -0.42
C 0.798 1.137 -0.039 -0.01
C 1.039 -1.112 0.007 -0.06
H 0.323 2.139 -0.161 0.10
H 1.036 -2.112 -0.004 0.08
H 3.218 -0.961 0.674 0.26
H 3.002 1.429 -0.293 0.08
```

Output
highest occupied orbital energy = -0.30100 Eh
LUMO level = -1.061 eV

Version D
A 2-piece molecular cluster, C4H4N2S overall, computed with the ωB97M-V functional and the def2-TZVPD basis.

```
11
Properties=species:S:1:pos:R:3:lowdin_charge:R:1
S 3.235 -0.171 0.100 0.72
N -1.660 0.000 -0.085 0.08
N 0.549 0.031 0.053 -0.16
C -1.202 -1.286 0.065 -0.12
C 1.797 0.470 0.067 -0.75
C -0.620 0.756 -0.087 -0.17
C 0.149 -1.297 0.150 -0.06
H -1.883 -2.113 0.108 0.10
H -0.610 1.824 -0.188 0.10
H 0.864 -2.084 0.264 0.11
H 1.701 2.534 0.042 0.16
```

Output
highest occupied orbital energy (alpha / beta) = -0.32581 / -0.32487 Eh
LUMO level (alpha / beta) = -0.915 / -0.904 eV

Of them, version B has the highest stability.